1.
{
  "formula": "C33H34BBrClN11ReSe",
  "method": "wB97M-V/def2-TZVPD",
  "s2": 0.76,
  "total_energy_ha": -7418.61988,
  "spin_multiplicity": 2,
  "lumo_energy_ev": [-7.666, -7.252],
  "charge": 2,
  "homo_lumo_gap_ha": [0.2195, 0.2347],
  "symbols": ["Re", "C", "C", "C", "C", "C", "N", "N", "B", "N", "N", "C", "C", "C", "C", "C", "N", "N", "C", "C", "C", "C", "C", "H", "H", "H", "H", "H", "H", "H", "H", "H", "H", "H", "H", "H", "H", "H", "H", "H", "H", "H", "H", "H", "H", "Se", "N", "C", "C", "C", "C", "C", "N", "C", "C", "N", "C", "C", "C", "C", "C", "N", "H", "H", "H", "H", "H", "H", "Cl", "C", "H", "H", "Br", "C", "C", "C", "N", "C", "C", "H", "H", "H", "H"],
  "positions_angstrom": [[-0.032, 0.240, 0.078], [0.208, -2.030, 3.037], [-0.940, -2.173, 2.110], [-1.967, -3.100, 2.213], [-2.803, -2.874, 1.125], [-4.060, -3.573, 0.794], [-2.273, -1.860, 0.421], [-1.148, -1.416, 1.019], [-2.765, -1.210, -0.875], [-2.990, 0.286, -0.613], [-1.971, 1.158, -0.402], [-2.500, 2.396, -0.360], [-1.808, 3.705, -0.241], [-3.878, 2.294, -0.519], [-4.157, 0.946, -0.682], [-5.476, 0.306, -0.883], [-1.658, -1.310, -1.940], [-0.435, -0.732, -1.802], [0.256, -0.970, -2.933], [1.649, -0.541, -3.222], [-0.543, -1.715, -3.794], [-1.750, -1.912, -3.138], [-2.942, -2.658, -3.600], [0.082, -2.707, 3.876], [0.289, -1.012, 3.411], [1.135, -2.285, 2.528], [-2.093, -3.833, 2.981], [-4.245, -4.334, 1.545], [-4.004, -4.042, -0.185], [-4.893, -2.874, 0.786], [-3.750, -1.721, -1.241], [-0.800, 3.619, 0.139], [-2.384, 4.358, 0.411], [-1.774, 4.176, -1.224], [-4.579, 3.102, -0.512], [-6.261, 1.053, -0.828], [-5.662, -0.447, -0.120], [-5.529, -0.173, -1.858], [2.180, -0.257, -2.320], [1.656, 0.306, -3.909], [2.189, -1.350, -3.712], [-0.272, -2.061, -4.769], [-2.739, -3.088, -4.573], [-3.809, -2.007, -3.683], [-3.192, -3.455, -2.904], [7.617, -2.893, 0.971], [6.213, -3.308, 0.012], [5.183, -2.574, 0.398], [3.858, -2.654, -0.145], [3.495, -3.639, -1.066], [2.170, -3.756, -1.416], [1.260, -2.836, -0.903], [1.605, -1.821, -0.128], [2.873, -1.745, 0.308], [3.174, -0.805, 1.365], [2.196, 0.011, 1.791], [2.419, 0.727, 2.876], [3.616, 0.733, 3.590], [4.654, -0.039, 3.128], [4.439, -0.830, 1.996], [5.469, -1.678, 1.471], [6.716, -1.719, 1.905], [4.251, -4.312, -1.440], [1.835, -4.545, -2.068], [0.212, -2.968, -1.120], [1.609, 1.341, 3.237], [3.716, 1.340, 4.474], [5.618, -0.067, 3.610], [2.723, 1.646, -0.717], [0.985, 1.793, -1.084], [0.879, 1.731, -2.167], [0.715, 2.810, -0.803], [-1.655, 4.816, 4.953], [-1.101, 3.500, 3.723], [0.014, 3.701, 2.911], [0.361, 2.719, 2.005], [-0.318, 1.571, 1.855], [-1.364, 1.372, 2.668], [-1.785, 2.289, 3.607], [0.596, 4.603, 2.981], [1.235, 2.859, 1.386], [-1.892, 0.430, 2.578], [-2.633, 2.071, 4.239]]
}

---

2.
{
  "formula": "C33H34Cl4F6N9O11S5W",
  "method": "wB97M-V/def2-TZVPD",
  "total_energy_ha": -7095.97194,
  "lumo_energy_ev": -4.225,
  "relative_energy_kj_mol": 172.5,
  "charge": 1,
  "homo_lumo_gap_ha": 0.2166,
  "symbols": ["W", "F", "C", "F", "F", "S", "O", "O", "N", "S", "O", "O", "C", "F", "F", "F", "O", "Cl", "O", "O", "O", "N", "C", "C", "C", "C", "C", "C", "S", "O", "O", "N", "C", "N", "C", "C", "C", "N", "H", "H", "H", "H", "H", "H", "H", "H", "H", "Cl", "C", "C", "C", "C", "C", "C", "N", "C", "C", "N", "C", "O", "C", "C", "C", "Cl", "S", "C", "C", "C", "Cl", "C", "H", "H", "H", "H", "H", "H", "H", "H", "H", "H", "H", "H", "H", "C", "N", "C", "C", "S", "N", "C", "C", "H", "H", "H", "H", "H", "H", "H", "H", "H", "H", "H", "H"],
  "positions_angstrom": [[0.597, -1.111, -0.793], [0.911, -0.913, 3.417], [-0.108, -1.742, 3.217], [-0.621, -2.067, 4.396], [0.353, -2.855, 2.648], [-1.342, -0.891, 2.095], [-0.530, -0.530, 0.929], [-1.810, 0.190, 2.884], [-2.407, -1.968, 1.768], [-2.566, -2.578, 0.322], [-3.840, -2.403, -0.258], [-1.328, -2.474, -0.452], [-2.498, -4.398, 0.760], [-1.563, -4.589, 1.696], [-3.647, -4.866, 1.214], [-2.140, -5.107, -0.315], [3.799, -1.286, 1.831], [3.256, -0.800, 0.498], [1.769, -0.266, 0.720], [1.126, -2.632, 0.212], [1.923, -0.911, -1.814], [-1.695, 4.309, -5.634], [-1.978, 3.234, -4.851], [-2.547, 3.388, -3.577], [-2.736, 2.295, -2.753], [-2.375, 1.031, -3.191], [-1.867, 0.853, -4.476], [-1.664, 1.938, -5.295], [-2.320, -0.431, -2.196], [-2.375, -0.112, -0.781], [-3.223, -1.414, -2.680], [-0.724, -0.894, -2.409], [-0.586, -2.098, -3.040], [0.280, -2.936, -2.428], [0.329, -4.186, -2.897], [-0.434, -4.599, -3.970], [-1.199, -3.624, -4.594], [-1.269, -2.386, -4.137], [-2.026, 5.222, -5.382], [-1.413, 4.167, -6.587], [-2.843, 4.374, -3.243], [-3.198, 2.415, -1.782], [-1.638, -0.150, -4.806], [-1.254, 1.807, -6.287], [0.992, -4.861, -2.373], [-0.416, -5.620, -4.315], [-1.778, -3.815, -5.488], [3.052, 2.573, 5.085], [1.885, 3.262, 4.028], [0.629, 2.692, 3.910], [-0.311, 3.262, 3.069], [-0.015, 4.380, 2.302], [-0.999, 5.012, 1.336], [-0.627, 4.603, -0.132], [0.002, 3.299, -0.383], [1.338, 3.175, -0.672], [1.562, 1.889, -1.002], [0.389, 1.178, -0.919], [-0.540, 2.069, -0.531], [-2.373, 4.946, 1.674], [-3.245, 3.847, 1.521], [-4.034, 3.605, 2.779], [-4.980, 2.619, 2.862], [-5.381, 1.494, 1.628], [-5.677, 2.534, 4.433], [-4.712, 3.845, 4.971], [-3.888, 4.312, 3.993], [1.264, 4.927, 2.431], [1.724, 6.328, 1.516], [2.206, 4.394, 3.294], [0.372, 1.805, 4.467], [-1.292, 2.819, 3.045], [-0.848, 6.097, 1.373], [0.099, 5.331, -0.492], [-1.541, 4.689, -0.722], [2.010, 4.011, -0.619], [2.456, 1.387, -1.326], [-1.575, 1.828, -0.401], [-2.727, 2.922, 1.268], [-3.954, 4.084, 0.716], [-4.811, 4.204, 5.980], [-3.193, 5.126, 4.117], [3.177, 4.855, 3.392], [5.031, -5.324, -1.035], [4.268, -4.100, -0.822], [3.894, -3.419, -2.041], [3.481, -4.011, 0.299], [1.747, -4.135, 0.102], [4.080, -4.144, 1.485], [3.305, -4.180, 2.709], [5.462, -3.734, 1.665], [4.479, -6.029, -1.665], [5.240, -5.799, -0.082], [5.971, -5.088, -1.535], [4.795, -2.984, -2.480], [3.184, -2.614, -1.852], [3.462, -4.107, -2.775], [2.333, -4.631, 2.532], [3.188, -3.165, 3.096], [3.844, -4.775, 3.447], [5.971, -3.654, 0.711], [5.971, -4.462, 2.296], [5.471, -2.756, 2.151]]
}

---

3.
{
  "formula": "C33H34ClNOPPtS",
  "method": "wB97M-V/def2-TZVPD",
  "total_energy_ha": -2726.65727,
  "lumo_energy_ev": -3.758,
  "relative_energy_kj_mol": 378.8,
  "charge": 1,
  "homo_lumo_gap_ha": 0.2562,
  "symbols": ["Pt", "C", "C", "C", "C", "C", "C", "P", "C", "C", "C", "C", "C", "C", "C", "C", "C", "C", "C", "C", "C", "C", "C", "C", "H", "H", "H", "H", "H", "H", "H", "H", "H", "H", "H", "H", "H", "H", "H", "H", "C", "N", "C", "C", "C", "C", "C", "C", "C", "C", "H", "H", "H", "H", "H", "H", "H", "H", "H", "H", "H", "H", "Cl", "C", "S", "C", "O", "H", "H", "H", "H", "H", "H"],
  "positions_angstrom": [[0.297, 0.273, -0.179], [-0.981, 0.989, 6.387], [-1.069, -0.370, 6.117], [-0.771, -0.854, 4.854], [-0.355, 0.027, 3.855], [-0.243, 1.387, 4.138], [-0.568, 1.866, 5.396], [0.113, -0.569, 2.195], [-0.683, -2.195, 2.125], [0.039, -3.351, 1.847], [-0.614, -4.569, 1.757], [-1.987, -4.639, 1.937], [-2.710, -3.487, 2.218], [-2.064, -2.267, 2.304], [1.877, -0.975, 2.403], [2.329, -1.588, 3.547], [3.689, -1.895, 3.703], [4.582, -1.574, 2.717], [4.156, -0.910, 1.545], [5.076, -0.484, 0.561], [4.645, 0.200, -0.541], [3.272, 0.453, -0.723], [2.354, 0.029, 0.193], [2.773, -0.628, 1.370], [-1.239, 1.360, 7.370], [-1.373, -1.063, 6.890], [-0.861, -1.912, 4.655], [0.105, 2.069, 3.371], [-0.503, 2.926, 5.605], [1.108, -3.305, 1.696], [-0.046, -5.463, 1.542], [-2.494, -5.590, 1.852], [-3.781, -3.545, 2.369], [-2.615, -1.358, 2.510], [1.634, -1.834, 4.338], [4.026, -2.375, 4.611], [5.633, -1.811, 2.822], [6.129, -0.685, 0.712], [5.353, 0.544, -1.281], [2.962, 0.984, -1.615], [1.074, -0.566, -2.742], [0.206, 0.482, -2.214], [-1.178, 0.229, -2.601], [0.624, 1.815, -2.655], [0.040, 2.787, -1.702], [-0.126, 4.141, -1.955], [-0.564, 4.975, -0.935], [-0.839, 4.450, 0.326], [-0.723, 3.082, 0.547], [-0.278, 2.260, -0.480], [1.061, -0.566, -3.839], [0.724, -1.531, -2.385], [2.097, -0.423, -2.402], [-1.267, 0.195, -3.693], [-1.825, 1.017, -2.224], [-1.500, -0.728, -2.194], [0.344, 2.037, -3.693], [1.715, 1.866, -2.592], [0.094, 4.537, -2.938], [-0.695, 6.032, -1.123], [-1.163, 5.098, 1.129], [-0.999, 2.664, 1.506], [-0.184, -1.950, -1.002], [-4.878, 0.280, 0.540], [-3.427, 0.025, -0.521], [-3.752, -1.730, -0.850], [-2.249, 0.081, 0.405], [-4.845, -0.416, 1.376], [-5.771, 0.119, -0.062], [-4.859, 1.306, 0.901], [-4.621, -1.806, -1.503], [-3.916, -2.258, 0.086], [-2.872, -2.140, -1.339]]
}